(1)
Density functional theory data (wB97M-V/def2-TZVPD) for a cluster of 2 separate species, CH3O2S2 in total in a non-equilibrium geometry.

The HOMO energy (alpha / beta) comes out at -2.45 / -2.45 eV. For the energy above the lowest of the compared OMol25 structures with the same formula, charge and spin, the calculation gives 71.7 kcal per mole. Its multiplicity is 1. Its total energy is -986.711533 Eh. As for the net charge: -1. The value obtained for the maximum force is 3.03 eV Å⁻¹.

Last column: Löwdin charge in e.
Atoms and positions in Å:
1 C -0.073 1.011 -0.141  -0.92
2 O 0.220 -2.557 -0.086  -0.89
3 O -1.243 1.196 -0.892  -0.13
4 S 0.405 1.903 1.173  0.46
5 S 0.178 -1.463 1.007  0.53
6 H 0.588 0.548 -0.773  0.00
7 H 1.297 -0.829 0.649  -0.17
8 H -1.371 0.190 -0.937  0.11

=====

(2)
Density functional theory data (wB97M-V/def2-TZVPD) for the ion CH3O2Si with charge -1 in a non-equilibrium geometry.

The HOMO energy comes out at -3.58 eV. For the energy above the lowest of the compared OMol25 structures with the same formula, charge and spin, the calculation gives 8.4 kcal per mole. The structure (SMILES) is O=C([O-])[SiH3]. Its multiplicity is 1. Its total energy is -479.895135 Eh. As for the net charge: -1. The value obtained for the maximum force is 4.05 eV Å⁻¹.

Last column: Löwdin charge in e.
Atoms and positions in Å:
1 O 1.728 0.875 0.262  -0.15
2 C 1.135 -0.160 -0.051  -0.91
3 O 1.676 -1.307 -0.376  -0.22
4 Si -0.765 0.057 -0.038  0.63
5 H -1.288 -1.182 -0.065  -0.15
6 H -1.185 0.819 1.309  -0.07
7 H -1.303 0.899 -1.041  -0.13

=====

(3)
Density functional theory data (wB97M-V/def2-TZVPD) for the ion CH3O2Si with charge -1 in a non-equilibrium geometry.

The HOMO energy comes out at -3.61 eV. For the energy above the lowest of the compared OMol25 structures with the same formula, charge and spin, the calculation gives 6.7 kcal per mole. The structure (SMILES) is O=C([O-])[SiH3]. Its multiplicity is 1. Its total energy is -479.897845 Eh. As for the net charge: -1. The value obtained for the maximum force is 4.39 eV Å⁻¹.

Last column: Löwdin charge in e.
Atoms and positions in Å:
1 O 1.492 -0.668 2.679  -0.24
2 C 0.396 -1.076 2.030  -0.88
3 O -0.449 -1.949 2.281  -0.15
4 Si 0.099 -0.222 0.352  0.61
5 H 0.994 1.012 0.362  -0.09
6 H 0.446 -1.262 -0.656  -0.10
7 H -1.094 0.284 -0.240  -0.15

=====

(4)
Density functional theory data (wB97M-V/def2-TZVPD) for a cluster of 2 separate species, CH3O3 in total in a non-equilibrium geometry.

The HOMO energy comes out at -4.45 eV. For the energy above the lowest of the compared OMol25 structures with the same formula, charge and spin, the calculation gives 17.5 kcal per mole. Its multiplicity is 1. Its total energy is -265.669976 Eh. As for the net charge: -1. The value obtained for the maximum force is 3.21 eV Å⁻¹.

Last column: Löwdin charge in e.
Atoms and positions in Å:
1 O 0.197 -0.158 1.755  -0.16
2 H 0.952 0.347 1.375  0.02
3 H -0.443 -0.243 1.012  -0.11
4 O 0.532 -0.929 -1.309  -0.11
5 O -1.119 -0.009 -0.153  -0.14
6 C -0.205 0.044 -1.046  -0.59
7 H 0.086 0.948 -1.633  0.10

=====

(5)
Density functional theory data (wB97M-V/def2-TZVPD) for the ion CH3O3 with charge +1 in a non-equilibrium geometry.

The HOMO energy (alpha / beta) comes out at -18.12 / -18.32 eV. For the energy above the lowest of the compared OMol25 structures with the same formula, charge and spin, the calculation gives 9.6 kcal per mole. Its multiplicity is 3. Its total energy is -264.929294 Eh. As for the net charge: +1. The value obtained for the maximum force is 5.35 eV Å⁻¹.

Last column: Löwdin charge in e.
Atoms and positions in Å:
1 C -0.016 -0.250 -0.066  0.01
2 O -0.248 -3.834 -0.833  0.33
3 O -0.129 -1.596 0.020  0.03
4 O -0.072 -2.313 -1.065  0.10
5 H -0.302 0.174 0.963  0.17
6 H 1.175 0.095 -0.059  0.22
7 H -0.401 0.204 -1.002  0.14

=====

(6)
Density functional theory data (wB97M-V/def2-TZVPD) for an isolated molecule of CH3O3PS in a non-equilibrium geometry.

The HOMO energy (alpha / beta) comes out at -8.67 / -7.64 eV. For the energy above the lowest of the compared OMol25 structures with the same formula, charge and spin, the calculation gives 69.3 kcal per mole. Its multiplicity is 1. Its total energy is -1005.087767 Eh. The value obtained for the maximum force is 4.29 eV Å⁻¹.

Last column: Löwdin charge in e.
Atoms and positions in Å:
1 C 0.067 1.310 -0.958  -0.19
2 O -0.265 -0.076 -1.092  -0.47
3 O -0.678 -1.360 0.978  -0.79
4 O 0.820 -2.629 2.576  -0.50
5 P -1.513 -0.514 -0.084  0.87
6 S 0.873 -1.809 1.436  0.90
7 H -0.684 1.946 -0.651  0.04
8 H 0.996 1.471 -0.370  0.10
9 H 0.384 1.662 -1.835  0.03

=====

(7)
Density functional theory data (wB97M-V/def2-TZVPD) for the ion CH3O3S2 with charge -1 in a non-equilibrium geometry.

The HOMO energy comes out at -2.67 eV. For the energy above the lowest of the compared OMol25 structures with the same formula, charge and spin, the calculation gives 50.6 kcal per mole. The structure (SMILES) is CS(=O)(=O)S[O-]. Its multiplicity is 1. Its total energy is -1061.989360 Eh. As for the net charge: -1. The value obtained for the maximum force is 5.84 eV Å⁻¹.

Last column: Löwdin charge in e.
Atoms and positions in Å:
1 C -1.194 -0.169 0.454  -0.12
2 S 0.403 0.758 -0.218  0.37
3 O 0.761 1.889 0.609  -0.47
4 O 0.269 0.947 -1.647  -0.43
5 S 2.080 -0.558 0.106  0.48
6 O 1.947 -1.758 -0.815  -0.84
7 H -0.872 -1.131 0.103  0.03
8 H -2.049 0.175 -0.016  0.01
9 H -1.345 -0.152 1.423  -0.02

=====

(8)
Density functional theory data (wB97M-V/def2-TZVPD) for a structure of composition CH3O3Si in a non-equilibrium geometry.

The HOMO energy comes out at -3.94 eV. For the energy above the lowest of the compared OMol25 structures with the same formula, charge and spin, the calculation gives 57.1 kcal per mole. Its multiplicity is 1. Its total energy is -555.132985 Eh. As for the net charge: -1. The value obtained for the maximum force is 3.32 eV Å⁻¹.

Last column: Löwdin charge in e.
Atoms and positions in Å:
1 C -2.611 -0.890 -0.587  -0.91
2 O -3.099 -0.949 -1.679  -0.05
3 O -3.015 -0.935 0.583  -0.13
4 O 1.061 0.197 -1.620  -0.47
5 Si -0.626 -0.606 -0.184  0.86
6 H 1.614 -0.563 -1.752  -0.12
7 H -0.121 -1.992 -0.045  -0.10
8 H -0.494 0.531 0.825  -0.07

=====

(9)
Density functional theory data (wB97M-V/def2-TZVPD) for a structure of composition CH3O4P in a non-equilibrium geometry.

The HOMO energy comes out at -11.17 eV. For the energy above the lowest of the compared OMol25 structures with the same formula, charge and spin, the calculation gives 32.4 kcal per mole. Its multiplicity is 1. Its total energy is -682.242689 Eh. The value obtained for the maximum force is 4.65 eV Å⁻¹.

Last column: Löwdin charge in e.
Atoms and positions in Å:
1 C 0.128 -0.432 0.913  -0.35
2 O -0.124 1.994 -1.105  -0.29
3 O 1.065 -0.216 0.203  0.05
4 O 0.331 -0.816 2.161  0.17
5 O -1.118 -0.271 -1.547  -0.32
6 P 0.005 0.647 -1.484  0.47
7 H -0.852 -0.344 0.627  0.10
8 H 1.044 0.537 -2.333  0.04
9 H -0.480 -1.100 2.565  0.12

=====

(10)
Density functional theory data (wB97M-V/def2-TZVPD) for a cluster of 2 separate species, CH3O5P in total in a non-equilibrium geometry.

The HOMO energy comes out at 1.52 eV. For the energy above the lowest of the compared OMol25 structures with the same formula, charge and spin, the calculation gives 37.9 kcal per mole. Its multiplicity is 1. Its total energy is -757.455549 Eh. As for the net charge: -2. The value obtained for the maximum force is 3.53 eV Å⁻¹.

Last column: Löwdin charge in e.
Atoms and positions in Å:
1 C -0.455 -0.357 0.609  -0.84
2 O -0.987 1.926 -1.132  -0.42
3 O 1.391 1.016 -1.041  -0.41
4 O -0.526 -0.373 -2.109  -0.29
5 O -1.444 -1.086 0.724  -0.17
6 O 0.814 -0.801 0.853  -0.11
7 P -0.076 0.804 -0.924  0.25
8 H -0.510 0.919 1.867  -0.03
9 H -1.311 -0.833 -1.684  0.03
10 H 1.308 -0.087 0.522  -0.02

=====

(11)
Density functional theory data (wB97M-V/def2-TZVPD) for a structure of composition CH3OPS in a non-equilibrium geometry.

The HOMO energy (alpha / beta) comes out at -7.56 / -7.94 eV. For the energy above the lowest of the compared OMol25 structures with the same formula, charge and spin, the calculation gives 86.4 kcal per mole. Its multiplicity is 1. Its total energy is -854.535596 Eh. The value obtained for the maximum force is 2.27 eV Å⁻¹.

Last column: Löwdin charge in e.
Atoms and positions in Å:
1 C -1.420 -1.666 -0.944  -0.54
2 O 0.911 1.192 1.634  -0.53
3 P -0.674 1.457 1.248  0.66
4 S -0.428 -0.895 0.026  0.52
5 H -1.152 -2.740 -1.173  -0.04
6 H 1.176 0.383 2.073  0.02
7 H -0.589 1.952 -0.206  -0.10

=====

(12)
Density functional theory data (wB97M-V/def2-TZVPD) for a cluster of 2 separate species, CH3PS in total in a non-equilibrium geometry.

The HOMO energy (alpha / beta) comes out at -7.84 / -9.85 eV. For the energy above the lowest of the compared OMol25 structures with the same formula, charge and spin, the calculation gives 84.5 kcal per mole. Its multiplicity is 1. Its total energy is -779.279631 Eh. The value obtained for the maximum force is 5.72 eV Å⁻¹.

Last column: Löwdin charge in e.
Atoms and positions in Å:
1 C -0.014 -0.817 -0.639  -0.70
2 P -0.352 1.035 -0.296  0.43
3 S -1.544 -0.495 0.468  0.31
4 H -0.340 -1.019 -1.563  -0.06
5 H 0.729 -1.235 -0.011  -0.01
6 H 1.520 2.530 2.041  0.02

=====

(13)
Density functional theory data (wB97M-V/def2-TZVPD) for an isolated molecule of CH4 in a non-equilibrium geometry.

The HOMO energy comes out at -12.82 eV. For the energy above the lowest of the compared OMol25 structures with the same formula, charge and spin, the calculation gives 5.9 kcal per mole. The structure (SMILES) is C. Its multiplicity is 1. Its total energy is -40.481528 Eh. The value obtained for the maximum force is 2.25 eV Å⁻¹.

Last column: Löwdin charge in e.
Atoms and positions in Å:
1 C 0.062 0.020 -0.028  -0.04
2 H -0.482 0.955 0.182  0.03
3 H -0.066 -0.603 0.794  -0.02
4 H 1.098 0.110 -0.254  0.01
5 H -0.611 -0.482 -0.694  0.01

=====

(14)
Density functional theory data (wB97M-V/def2-TZVPD) for an isolated molecule of CH4BBrO2 in a non-equilibrium geometry.

The HOMO energy comes out at -9.50 eV. For the energy above the lowest of the compared OMol25 structures with the same formula, charge and spin, the calculation gives 90.2 kcal per mole. Its multiplicity is 1. Its total energy is -2789.796572 Eh. The value obtained for the maximum force is 3.32 eV Å⁻¹.

Last column: Löwdin charge in e.
Atoms and positions in Å:
1 B -0.009 -0.214 -0.125  -0.79
2 C -0.344 -1.554 0.675  -0.32
3 O 0.427 -0.555 -1.604  -0.12
4 O -1.098 0.805 -0.209  -0.03
5 Br 0.711 -2.997 0.402  0.94
6 H 1.033 0.245 0.547  0.17
7 H -1.054 -1.595 1.465  0.05
8 H -0.351 -0.464 -2.193  0.06
9 H -0.795 1.456 -0.832  0.05

=====

(15)
Density functional theory data (wB97M-V/def2-TZVPD) for an isolated molecule of CH4BNO2 in a non-equilibrium geometry.

The HOMO energy comes out at -9.85 eV. For the energy above the lowest of the compared OMol25 structures with the same formula, charge and spin, the calculation gives 44.1 kcal per mole. The structure (SMILES) is BO[N+](=C)[O-]. Its multiplicity is 1. Its total energy is -270.456313 Eh. The value obtained for the maximum force is 3.22 eV Å⁻¹.

Last column: Löwdin charge in e.
Atoms and positions in Å:
1 B 1.596 0.707 0.177  -0.11
2 O 0.525 -0.131 0.171  -0.02
3 N -0.905 0.356 0.104  -0.31
4 C -1.594 -0.699 0.165  0.11
5 O -1.079 1.508 -0.100  0.06
6 H 2.638 0.168 0.073  0.03
7 H 1.555 1.892 0.660  0.07
8 H -0.927 -1.542 0.297  0.11
9 H -2.601 -0.737 0.216  0.07

=====

(16)
Density functional theory data (wB97M-V/def2-TZVPD) for an isolated molecule of CH4BNO2 in a non-equilibrium geometry.

The HOMO energy comes out at -10.02 eV. For the energy above the lowest of the compared OMol25 structures with the same formula, charge and spin, the calculation gives 49.3 kcal per mole. The structure (SMILES) is BO[N+](=C)[O-]. Its multiplicity is 1. Its total energy is -270.448114 Eh. The value obtained for the maximum force is 5.03 eV Å⁻¹.

Last column: Löwdin charge in e.
Atoms and positions in Å:
1 B -0.965 1.427 -0.582  -0.13
2 O -0.058 0.681 0.070  0.00
3 N 0.114 -0.826 0.011  -0.30
4 C 1.033 -1.165 0.794  0.07
5 O -0.613 -1.284 -0.837  0.04
6 H -1.682 1.190 -1.516  0.05
7 H -0.759 2.554 -0.487  0.03
8 H 1.327 -2.191 1.099  0.11
9 H 1.604 -0.386 1.449  0.14

=====

(17)
Density functional theory data (wB97M-V/def2-TZVPD) for a structure of composition CH4BrClOSi in a non-equilibrium geometry.

The HOMO energy comes out at -10.53 eV. For the energy above the lowest of the compared OMol25 structures with the same formula, charge and spin, the calculation gives 9.4 kcal per mole. Its multiplicity is 1. Its total energy is -3439.429577 Eh. The value obtained for the maximum force is 4.10 eV Å⁻¹.

Last column: Löwdin charge in e.
Atoms and positions in Å:
1 C -1.883 -0.623 0.723  -1.11
2 O -0.496 -0.313 0.765  -0.47
3 Si 0.621 0.100 -0.350  0.53
4 Cl -2.109 -2.018 -0.317  0.58
5 Br -2.950 0.837 -0.075  0.60
6 H -2.405 -0.679 1.619  0.02
7 H 0.826 -1.169 -1.299  -0.04
8 H 1.787 0.364 0.519  -0.06
9 H 0.160 1.340 -1.200  -0.04

=====

(18)
Density functional theory data (wB97M-V/def2-TZVPD) for an isolated molecule of CH4BrN in a non-equilibrium geometry.

The HOMO energy comes out at -9.11 eV. For the energy above the lowest of the compared OMol25 structures with the same formula, charge and spin, the calculation gives 20.1 kcal per mole. The structure (SMILES) is CNBr. Its multiplicity is 1. Its total energy is -2669.181415 Eh. The value obtained for the maximum force is 6.42 eV Å⁻¹.

Last column: Löwdin charge in e.
Atoms and positions in Å:
1 C 0.534 -0.279 -0.216  -0.24
2 N -0.542 0.735 -0.055  -0.65
3 Br -2.161 -0.018 0.042  0.63
4 H 1.331 0.161 -0.710  0.05
5 H 1.003 -0.718 0.588  0.05
6 H 0.169 -1.061 -0.722  0.01
7 H -0.335 1.180 1.072  0.15

=====

(19)
Density functional theory data (wB97M-V/def2-TZVPD) for a cluster of 2 separate species, CH4Cl2OSi in total in a non-equilibrium geometry.

The HOMO energy comes out at -10.69 eV. For the energy above the lowest of the compared OMol25 structures with the same formula, charge and spin, the calculation gives 66.8 kcal per mole. The structure (SMILES) is C[Si](=O)Cl.Cl. Its multiplicity is 1. Its total energy is -1325.675764 Eh. The value obtained for the maximum force is 3.49 eV Å⁻¹.

Last column: Löwdin charge in e.
Atoms and positions in Å:
1 C -0.357 0.977 1.315  -0.18
2 Si -0.797 -0.378 0.096  0.07
3 O 0.094 -0.612 -1.078  -0.37
4 Cl -2.542 -1.246 0.323  0.43
5 H -0.596 1.892 0.858  0.01
6 H -0.939 0.998 2.306  0.08
7 H 0.675 1.038 1.268  0.00
8 Cl 2.629 -1.504 -3.093  0.15
9 H 1.835 -1.164 -1.995  -0.20

=====

(20)
Density functional theory data (wB97M-V/def2-TZVPD) for a structure of composition CH4Cl2P2 in a non-equilibrium geometry.

The HOMO energy comes out at -8.94 eV. For the energy above the lowest of the compared OMol25 structures with the same formula, charge and spin, the calculation gives 78.6 kcal per mole. Its multiplicity is 1. Its total energy is -1643.469893 Eh. The value obtained for the maximum force is 4.36 eV Å⁻¹.

Last column: Löwdin charge in e.
Atoms and positions in Å:
1 C -0.560 -0.201 -0.147  -1.76
2 P 1.624 -1.263 0.075  0.70
3 P -0.148 1.600 0.242  0.69
4 Cl -1.494 -0.951 1.133  0.47
5 Cl -1.241 -0.448 -1.620  0.56
6 H 1.451 -0.694 1.379  -0.17
7 H 0.558 -2.156 0.306  -0.21
8 H 0.819 2.036 -0.651  -0.13
9 H -1.010 2.077 -0.717  -0.14